Entry 1:
Below is a molecular structure, C49H40Cl3MgN6O4Si, with properties calculated with the ωB97M-V functional and the def2-TZVPD basis.

```
104
Properties=species:S:1:pos:R:3:forces:R:3
Mg -0.1442 -0.0087 -0.0298 -0.421 0.132 0.477
C 3.4459 -0.4503 2.6702 -0.052 0.116 0.151
C 2.6962 -0.3584 1.5068 0.095 -0.133 -0.047
N 1.5595 0.3154 1.4727 -0.076 0.044 0.578
C 1.1977 0.9713 2.5755 0.504 -0.255 0.159
C 1.9399 0.8448 3.7488 -0.142 0.088 -0.068
N 3.0504 0.1270 3.8023 0.135 -0.041 -0.044
C 0.0023 1.8089 2.4291 -0.338 0.157 -0.125
C -0.4395 2.6891 3.3998 -0.066 0.047 0.066
C -1.5914 3.4390 3.1745 0.132 -0.225 -0.316
C -2.2365 3.2698 1.9577 0.070 0.180 0.042
C -1.7273 2.3798 1.0235 0.209 -0.105 0.438
N -0.6303 1.6493 1.2571 -0.198 0.856 0.489
C -2.4370 2.0198 -0.2030 -0.241 -0.231 -0.452
C -3.6044 2.6374 -0.6504 0.120 0.075 0.076
N -4.2863 2.1920 -1.6918 -0.036 -0.130 -0.096
C -3.8178 1.0910 -2.2806 -0.062 0.237 0.021
C -2.6538 0.4737 -1.8589 0.153 -0.037 -0.182
N -1.9482 0.9471 -0.8387 -0.588 0.519 -0.031
C -2.1212 4.3697 4.1863 -0.128 0.203 0.232
C -1.2782 5.0928 5.0281 -0.019 -0.087 -0.125
C -1.8302 5.9723 5.9434 -0.026 0.053 0.043
N -3.1374 6.1805 6.0736 -0.020 0.001 0.040
C -3.9417 5.4772 5.2799 -0.021 0.052 0.042
C -3.4930 4.5689 4.3367 0.138 -0.074 -0.027
H 4.3745 -1.0053 2.7086 -0.023 -0.046 -0.100
H 3.0021 -0.8171 0.5807 -0.030 -0.211 -0.106
H 1.6212 1.3029 4.6775 -0.021 0.042 -0.048
H 0.0903 2.7796 4.3374 -0.012 -0.041 0.000
H -3.1371 3.8267 1.7453 -0.003 -0.009 -0.016
H -3.9969 3.5257 -0.1692 0.041 -0.034 0.045
H -4.3857 0.7144 -3.1218 0.054 -0.085 -0.001
H -2.2609 -0.4202 -2.3220 0.069 0.044 -0.060
H -0.2040 4.9875 4.9525 0.008 0.029 0.018
H -1.1946 6.5492 6.6070 0.045 -0.027 -0.042
H -5.0037 5.6535 5.4131 0.000 -0.053 -0.038
H -4.1986 3.9971 3.7491 -0.024 0.015 -0.001
C 3.6011 -4.0281 -3.0952 -0.069 0.167 0.056
C 2.5443 -3.0722 -3.6233 0.215 -0.241 -0.316
C 2.6336 -3.0067 -5.1562 -0.056 0.091 0.178
O 1.2526 -3.5000 -3.2280 -0.042 -0.057 -0.188
C 0.4683 -2.3668 -2.8294 -0.082 0.321 0.173
C 1.4336 -1.1870 -3.1539 -0.098 0.033 -0.038
O 2.7181 -1.8022 -3.0456 0.116 0.111 -0.002
C 1.4215 0.2262 -2.5014 0.374 -0.358 0.039
O 1.2446 0.2342 -1.1534 1.610 0.711 -1.709
C 0.4502 1.1673 -3.2581 -0.053 0.020 0.171
C -0.1877 0.8933 -4.4613 -0.120 -0.115 0.069
C -0.9073 1.8782 -5.1300 -0.076 0.042 -0.048
C -1.0131 3.1524 -4.6011 -0.055 -0.017 -0.046
C -0.3998 3.4337 -3.3850 -0.035 0.015 0.052
C 0.3262 2.4546 -2.7324 -0.148 -0.053 0.097
C 2.8095 0.8329 -2.8793 -0.043 0.091 0.093
C 3.1839 1.0773 -4.1994 0.089 -0.048 0.089
C 4.4038 1.6658 -4.4909 -0.028 -0.004 -0.043
C 5.2668 2.0306 -3.4657 0.041 0.032 0.006
C 4.8975 1.7945 -2.1508 0.069 0.039 0.001
C 3.6751 1.2023 -1.8619 -0.045 -0.081 0.016
C -0.2121 -2.6842 -1.4307 0.093 0.270 -0.117
O -0.7529 -1.5563 -0.8537 -0.348 -1.634 -0.917
C 0.7202 -3.3940 -0.4356 -0.211 0.032 0.123
C 2.0954 -3.2174 -0.4134 -0.030 0.156 0.175
C 2.8824 -3.8702 0.5300 0.044 0.110 0.073
C 2.3024 -4.6691 1.5003 0.000 -0.013 0.094
C 0.9216 -4.8085 1.5226 -0.034 -0.049 -0.019
C 0.1446 -4.1894 0.5584 0.091 0.040 0.008
C -1.3258 -3.6760 -1.8474 0.046 -0.034 0.104
C -2.6393 -3.2386 -1.9340 -0.022 0.045 -0.001
C -3.6533 -4.0983 -2.3341 -0.044 -0.036 -0.059
C -3.3635 -5.4135 -2.6624 -0.017 -0.006 -0.039
C -2.0506 -5.8595 -2.5855 0.042 -0.036 -0.019
C -1.0409 -4.9992 -2.1828 -0.053 0.023 -0.010
H 3.3965 -5.0314 -3.4666 0.021 -0.013 -0.020
H 3.5890 -4.0408 -2.0083 0.078 -0.118 -0.187
H 4.5800 -3.7008 -3.4459 0.038 -0.050 -0.013
H 2.5542 -4.0136 -5.5648 -0.007 -0.004 -0.015
H 3.5926 -2.5710 -5.4388 0.005 -0.019 -0.047
H 1.8303 -2.4036 -5.5782 0.009 -0.026 -0.020
H -0.3763 -2.2679 -3.5240 0.001 0.019 0.048
H 1.2887 -0.9920 -4.2229 0.066 -0.174 0.115
H -0.1517 -0.0996 -4.8943 -0.013 0.092 -0.037
H -1.3775 1.6460 -6.0788 -0.034 -0.021 0.040
H -1.5712 3.9158 -5.1290 0.004 0.013 0.024
H -0.4864 4.4238 -2.9522 0.026 -0.008 -0.002
H 0.8151 2.6631 -1.7880 0.030 0.019 0.007
H 2.5140 0.8176 -5.0101 -0.025 0.003 -0.024
H 4.6768 1.8552 -5.5228 0.003 -0.012 0.006
H 6.2131 2.5069 -3.6927 0.005 -0.021 0.002
H 5.5627 2.0817 -1.3444 -0.007 -0.007 0.005
H 3.3555 1.0182 -0.8435 -0.002 0.046 -0.048
H 2.5569 -2.5630 -1.1399 -0.059 -0.007 0.163
H 3.9614 -3.7500 0.5108 -0.008 0.047 -0.018
H 2.9154 -5.1626 2.2454 0.003 -0.011 -0.021
H 0.4420 -5.4065 2.2881 0.018 0.011 0.016
H -0.9284 -4.3166 0.5876 -0.043 0.024 -0.024
H -2.8648 -2.2190 -1.6532 0.020 -0.120 0.098
H -4.6760 -3.7423 -2.3799 0.006 0.013 0.011
H -4.1505 -6.0883 -2.9778 -0.011 0.006 0.027
H -1.8117 -6.8869 -2.8359 -0.003 0.006 0.001
H -0.0195 -5.3504 -2.1218 -0.019 -0.026 0.005
Cl -0.6066 -1.6853 3.2100 0.462 -0.360 0.727
Si -1.8957 -1.0182 1.6769 -0.271 0.338 0.117
Cl -3.1014 -2.6999 1.4494 -0.416 -0.523 -0.140
Cl -3.2741 0.1622 2.8902 -0.220 0.251 0.172
```
Positions in Å, forces in eV/Å.

Computed properties:
Total charge   -1
HOMO-LUMO gap   5.659 eV

***

Entry 2:
Below is 2 unconnected molecules or ions with the total composition C4H9N2O2, with properties calculated with the ωB97M-V functional and the def2-TZVPD basis.

```
17
Properties=species:S:1:pos:R:3:forces:R:3
C 0.9084 -0.6578 -0.5198 1.238 0.090 -0.545
C 0.2150 0.5187 -0.6490 1.384 -0.297 1.270
C 0.4212 1.9592 -0.3892 -1.162 -1.300 -5.654
C -0.9927 1.3195 -0.8260 1.619 -0.670 1.030
N 0.3765 -1.8535 -0.9752 -0.510 -2.072 1.030
N -0.1111 0.0056 2.2048 1.334 0.358 -1.012
O -0.9084 -1.8067 -1.3230 0.087 2.365 -0.272
O 0.9550 -2.9077 -0.9241 -0.676 1.289 -0.342
H 1.9582 -0.9371 -0.1477 -1.636 1.320 -0.637
H -0.6257 0.0984 3.0421 -0.572 0.756 1.188
H 0.3917 2.3913 0.5071 0.460 1.244 3.693
H 1.0077 2.5408 -1.2321 -1.385 -1.300 1.721
H -1.3538 1.4501 -1.7980 -0.370 0.329 -1.461
H -1.7863 1.0322 -0.1141 0.653 0.598 0.018
H 0.8200 0.4580 2.3030 -1.042 -0.268 0.290
H -1.3688 -2.6374 -1.3762 0.342 -1.631 -0.044
H 0.0933 -0.9734 2.2174 0.235 -0.811 -0.273
```
Positions in Å, forces in eV/Å.

Computed properties:
Relative energy (zero: lowest compared OMol25 entry of this formula, charge and spin)   6.900 eV
Total charge   +1
HOMO-LUMO gap (alpha / beta)   7.756 / 7.755 eV

***

Entry 3:
Below is a molecular structure, C25H21N7OOsS2, with properties calculated with the ωB97M-V functional and the def2-TZVPD basis.

```
57
Properties=species:S:1:pos:R:3:forces:R:3
Os 0.2681 -0.0748 0.4094 0.233 -0.727 -1.266
O 1.0336 -1.7911 -0.1072 0.048 -0.100 -0.328
C 0.6279 -3.0434 0.0828 0.016 0.045 0.112
C 1.2641 -4.0547 -0.6493 -0.083 -0.094 0.040
C 0.8443 -5.3587 -0.5289 0.067 0.037 -0.026
C -0.2161 -5.6908 0.3216 -0.046 0.008 0.034
C -0.8155 -4.7136 1.0753 0.013 -0.013 -0.013
C -0.3896 -3.3761 0.9876 -0.067 0.090 -0.039
C -0.9064 -2.3667 1.8764 0.125 -0.239 0.026
N -0.6272 -1.0425 1.8925 0.124 0.532 0.428
C -1.2494 -0.4959 3.0116 0.093 -0.067 0.196
C -1.9157 -1.4733 3.6517 0.007 -0.015 -0.063
N -1.7005 -2.6262 2.9268 -0.014 0.061 -0.032
H 2.0857 -3.7851 -1.2995 -0.001 0.009 -0.015
H 1.3384 -6.1359 -1.0960 -0.009 0.002 -0.023
H -0.5562 -6.7134 0.3929 0.009 -0.018 0.008
H -1.6266 -4.9937 1.7352 -0.003 0.004 0.009
H -1.1264 0.5343 3.2791 -0.019 0.032 -0.011
H -2.5106 -1.4606 4.5465 0.003 0.005 0.032
H -2.0477 -3.5396 3.1681 0.035 -0.012 0.033
S 0.7222 4.2765 1.7562 0.033 0.060 -0.014
C -0.9095 3.8745 2.1661 -0.040 -0.022 0.038
C -1.8411 4.6792 2.8184 -0.020 -0.018 -0.024
C -3.1122 4.1790 2.9925 0.005 -0.006 -0.004
C -3.4543 2.9130 2.5006 0.002 0.000 -0.004
C -2.5269 2.1130 1.8685 0.018 0.029 0.000
C -1.2174 2.5828 1.7280 -0.126 0.048 -0.284
N -0.1338 1.9379 1.1131 -0.191 -0.110 0.343
C 0.9075 2.7352 1.0564 0.143 -0.040 0.037
C 2.1382 2.1969 0.5078 -0.106 0.017 0.010
C 3.2885 2.9277 0.2608 0.149 -0.115 -0.039
C 4.4199 2.2519 -0.1793 -0.002 0.085 0.013
C 4.4027 0.8722 -0.3515 -0.005 0.033 -0.014
C 3.2435 0.1446 -0.1228 -0.152 -0.024 -0.102
C 2.0821 0.8165 0.2679 -0.022 0.083 0.816
H -1.5762 5.6664 3.1704 0.010 0.014 -0.006
H -3.8573 4.7748 3.5003 -0.013 0.014 -0.012
H -4.4707 2.5607 2.6104 -0.004 -0.014 0.017
H -2.8234 1.1501 1.4805 0.025 -0.053 0.049
H 3.3208 3.9980 0.4177 -0.020 0.025 0.010
H 5.3300 2.8042 -0.3710 0.005 -0.003 0.010
H 5.3054 0.3605 -0.6564 0.011 -0.016 -0.004
H 3.2366 -0.9280 -0.2500 0.021 0.000 -0.006
C 0.4856 0.2730 -5.6372 -0.003 -0.029 0.007
C -0.4916 0.3988 -4.5336 -0.112 0.093 -0.118
N -1.7201 0.8059 -4.6353 0.191 -0.037 0.008
N -2.2029 0.7804 -3.3667 -0.012 -0.066 -0.052
C -1.3061 0.3699 -2.4815 -0.310 -0.250 0.271
S -1.6568 0.2371 -0.7870 -0.060 0.687 -0.267
N -0.2046 0.1192 -3.2050 0.141 -0.069 0.081
N 0.9901 -0.2892 -2.6237 -0.136 0.115 0.121
H -0.0086 0.5380 -6.5676 -0.006 -0.003 -0.007
H 0.8595 -0.7484 -5.7127 0.007 -0.005 -0.002
H 1.3313 0.9467 -5.4918 0.004 0.008 0.000
H -3.1581 1.0562 -3.1857 0.034 -0.016 -0.006
H 1.0610 -1.3024 -2.6192 0.014 0.026 -0.010
H 1.7727 0.1293 -3.1142 -0.006 0.021 0.038
```
Positions in Å, forces in eV/Å.

Computed properties:
Relative energy (zero: lowest compared OMol25 entry of this formula, charge and spin)   0.769 eV
Total charge   +2
HOMO-LUMO gap   6.515 eV

***

Entry 4:
Below is a molecular structure, C4H10N2O, with properties calculated with the ωB97M-V functional and the def2-TZVPD basis.

```
17
Properties=species:S:1:pos:R:3:forces:R:3
C 1.4553 0.3481 0.6347 -2.710 -0.200 1.181
C -0.1724 -0.1987 0.7727 6.023 9.878 6.520
C -1.5555 -0.9266 -0.4786 2.552 2.758 -1.261
C -0.7663 0.4691 -0.2797 -5.624 1.508 -4.145
H 1.4424 0.9538 -1.3995 1.520 -1.073 1.020
H 2.8229 -0.2602 -0.9809 -3.594 2.254 0.731
H 1.5723 1.2807 1.2824 -0.123 -0.702 -1.521
H 1.8296 -0.4238 1.2164 1.864 -1.450 0.817
H -0.5995 0.1726 1.8065 0.801 -0.881 -1.275
H 0.3560 -1.6761 -0.1475 0.846 -1.367 -1.133
H -1.5728 -1.0271 -1.5089 -0.129 -1.455 -1.988
H -2.4426 -1.1153 -0.0191 -2.679 -0.188 1.306
H -0.1391 0.5366 -1.2357 -1.349 0.256 1.626
H -2.0640 1.3936 0.8349 1.781 0.911 -3.105
N 1.8123 0.2184 -0.7498 3.156 -0.810 -0.923
N -0.4442 -1.3472 0.3160 -0.596 -10.004 -0.737
O -1.5343 1.6021 -0.0639 -1.739 0.565 2.888
```
Positions in Å, forces in eV/Å.

Computed properties:
Relative energy (zero: lowest compared OMol25 entry of this formula, charge and spin)   6.391 eV
Total charge   0
HOMO-LUMO gap   9.342 eV

***

Entry 5:
Below is a molecular structure, C9H14N2O10P2SbSe4Y, with properties calculated with the ωB97M-V functional and the def2-TZVPD basis.

```
43
Properties=species:S:1:pos:R:3:forces:R:3
Y -7.6421 -0.0808 13.7763 0.955 -0.206 -0.100
C -4.2870 1.5565 13.0867 -1.466 -0.163 1.464
C -3.7305 0.2721 13.2242 0.932 1.056 -2.191
C -3.9473 -0.4929 14.3178 -0.409 -1.487 1.450
C -4.7627 0.0118 15.3316 -1.019 -0.866 0.895
C -5.4626 1.2043 15.2210 0.497 0.050 -0.601
C -5.2334 1.9838 14.0516 0.767 -0.925 0.674
H -4.1168 2.2426 12.2733 0.246 -0.363 -0.379
H -3.1274 -0.1371 12.4000 -0.260 0.325 0.408
H -3.5730 -1.5442 14.3872 -0.214 1.179 -0.096
H -5.0618 -0.5484 16.2337 0.700 -0.058 -0.513
H -6.1086 1.4025 16.0988 0.205 0.543 -0.862
H -5.7430 2.9121 13.9603 -0.262 0.689 -0.267
N -7.9539 -3.4195 17.0127 -0.779 -1.982 -0.504
C -8.2276 -2.4009 17.9977 -1.049 0.775 0.228
C -9.5171 -2.6758 18.7974 -0.231 -0.636 0.391
P -6.8284 -2.6908 19.0837 -0.283 0.898 1.583
O -6.9461 -1.5599 20.1704 0.074 0.986 -0.969
O -6.9289 -4.0190 19.6631 0.312 -1.464 0.198
O -5.5052 -2.3141 18.3055 -0.169 2.600 6.008
P -8.1118 -0.7014 17.3333 1.056 1.441 -0.013
O -9.4240 0.2003 17.5610 -1.035 -0.586 -1.341
O -7.8814 -0.9551 15.8422 0.058 0.695 0.257
O -7.1215 0.1046 18.1627 -0.187 -1.139 -0.702
H -8.1053 -4.2689 17.5977 0.395 0.257 -1.029
H -5.4398 -2.6538 17.5108 0.518 -2.916 -6.509
H -8.6121 -3.5027 16.2116 0.553 0.598 0.814
H -9.3769 -3.5986 19.3889 0.001 0.186 -0.404
H -10.3756 -2.8276 18.1349 0.190 0.125 -0.112
H -9.7960 -1.9349 19.5363 0.159 0.504 -0.055
H -7.0504 -0.7469 19.5301 0.403 -0.089 0.963
H -9.8913 0.3831 16.7112 0.196 -0.273 0.670
O -10.7115 -2.1092 14.3569 -0.299 -0.098 2.016
C -10.4592 -2.0839 13.2721 0.127 -0.031 -2.027
Se -1.0003 -0.0291 6.4718 -0.344 2.319 -0.390
Sb -3.3016 1.0226 7.0701 -1.509 -0.158 -1.108
Se -7.2212 -1.6154 11.8161 -0.134 0.210 0.479
Se -5.1766 0.5054 5.3641 1.701 0.451 1.175
Se -1.4787 2.7827 6.1832 0.203 -2.570 0.240
O -8.4795 2.5278 13.7841 0.935 -2.405 0.355
N -9.3150 1.9668 14.5421 -2.722 1.020 -1.977
O -9.7072 0.6888 14.3261 1.298 2.044 0.574
O -9.9828 2.6592 15.2608 -0.107 -0.535 1.308
```
Positions in Å, forces in eV/Å.

Computed properties:
Relative energy (zero: lowest compared OMol25 entry of this formula, charge and spin)   1.230 eV
Total charge   -2
HOMO-LUMO gap   5.396 eV

***

Entry 6:
Below is a single C5H12S molecule, with properties calculated with the ωB97M-V functional and the def2-TZVPD basis.

```
18
Properties=species:S:1:pos:R:3:forces:R:3
C 2.3269 -0.2870 -0.6323 -1.377 -1.107 1.004
C 1.0207 -0.6737 0.1376 -1.335 -3.000 -0.796
C -0.3425 0.0113 -0.2082 1.195 0.764 1.116
C -0.2650 1.5106 0.0727 1.785 0.912 0.442
C -1.5648 -0.5172 0.5805 1.123 0.078 -0.368
S -2.9531 -0.1894 -0.5784 0.690 0.031 0.512
H 3.1065 -1.0079 -0.3091 -0.388 0.380 -0.529
H 2.6679 0.6946 -0.3343 0.017 0.374 -0.368
H 2.0701 -0.3986 -1.6977 0.652 0.327 0.278
H 0.8209 -1.8328 -0.0017 0.468 1.945 -0.397
H 1.1082 -0.7398 1.1993 0.515 0.824 1.052
H -0.5201 -0.1354 -1.2806 -0.044 0.017 0.081
H 0.5708 1.9290 -0.5564 -0.952 -0.041 0.477
H -1.2190 1.9613 -0.2144 0.280 0.310 0.265
H 0.0453 1.7901 1.1749 -0.882 -0.795 -1.969
H -1.6207 -0.1132 1.6375 -0.248 -0.018 -1.450
H -1.4148 -1.5730 0.6657 -0.327 -0.849 0.146
H -3.8373 -0.4290 0.3448 -1.173 -0.153 0.504
```
Positions in Å, forces in eV/Å.

Computed properties:
SMILES string   CC[C@H](C)CS
Relative energy (zero: lowest compared OMol25 entry of this formula, charge and spin)   0.623 eV
Total charge   0
HOMO-LUMO gap   10.073 eV